C52H51ClIMnN5O6Te as an isolated structure, computed with the ωB97M-V functional and the def2-TZVPD basis.

## Properties
LUMO (spin up / spin down) in eV: 3.801 / 3.800
Relative energy (zero: lowest compared OMol25 entry of this formula, charge and spin) in kJ/mol: 264.6
Expectation value of S²: 1.101
Net charge: -2
Spin multiplicity: 2

Last column: Mulliken charge in e.
Element x y z (Å)
Mn  -0.211  -0.608  -0.138  0.24
C  1.934  -3.079  4.440  -1.92
C  1.259  -3.484  3.126  3.18
C  1.690  -4.901  2.737  -1.83
C  -0.239  -3.364  3.254  0.66
C  -0.885  -4.318  4.025  -0.31
C  -2.236  -4.248  4.286  -1.35
C  -2.954  -3.205  3.741  -0.34
C  -2.347  -2.236  2.957  0.86
C  -3.195  -1.085  2.484  1.90
C  -4.458  -1.562  1.765  -1.74
C  -3.552  -0.180  3.666  -1.93
C  -0.967  -2.293  2.690  -1.46
N  -0.300  -1.290  1.934  1.01
C  0.454  -0.466  2.670  0.60
O  0.509  -0.404  3.908  -0.89
C  1.256  0.494  1.852  -0.92
C  2.153  1.404  2.396  -0.60
C  2.719  2.358  1.565  -1.21
C  2.360  2.393  0.222  -0.88
C  1.476  1.437  -0.258  -0.14
N  0.978  0.515  0.554  1.51
C  1.002  1.407  -1.682  0.46
O  1.561  2.112  -2.532  -0.91
N  -0.031  0.589  -1.869  1.26
C  -0.717  0.654  -3.097  -2.52
C  -1.537  1.763  -3.399  0.65
C  -2.246  1.786  -4.590  -0.13
C  -2.189  0.748  -5.498  -1.52
C  -1.369  -0.326  -5.216  -0.19
C  -0.626  -0.385  -4.047  1.32
C  0.376  -1.498  -3.883  2.71
C  1.602  -1.188  -4.750  -2.10
C  -0.171  -2.887  -4.206  -1.81
C  -1.641  2.969  -2.494  2.52
C  -0.689  4.070  -2.971  -1.85
C  -3.064  3.539  -2.450  -2.04
H  3.016  -3.086  4.325  0.47
H  1.667  -3.766  5.242  0.35
H  1.618  -2.077  4.718  0.37
H  1.585  -2.785  2.353  -1.97
H  1.586  -5.588  3.576  0.60
H  2.734  -4.901  2.433  0.37
H  1.091  -5.269  1.905  0.28
H  -0.309  -5.121  4.460  0.28
H  -2.717  -4.979  4.922  0.38
H  -4.009  -3.118  3.955  0.29
H  -2.590  -0.498  1.794  -0.82
H  -5.130  -2.087  2.444  0.50
H  -4.202  -2.231  0.948  0.31
H  -5.000  -0.715  1.351  0.39
H  -4.226  -0.684  4.359  0.38
H  -4.038  0.725  3.309  0.48
H  -2.646  0.101  4.198  0.38
H  2.365  1.356  3.453  0.62
H  3.419  3.078  1.965  0.41
H  2.752  3.131  -0.460  0.59
H  -2.855  2.648  -4.817  0.35
H  -2.752  0.797  -6.422  0.35
H  -1.290  -1.129  -5.935  0.31
H  0.700  -1.503  -2.841  -1.41
H  1.372  -1.287  -5.813  0.38
H  2.411  -1.868  -4.491  0.50
H  1.943  -0.173  -4.560  0.38
H  -0.435  -2.993  -5.259  0.45
H  -1.054  -3.096  -3.607  0.13
H  0.588  -3.633  -3.966  0.32
H  -1.345  2.675  -1.481  -0.89
H  -0.942  4.372  -3.987  0.38
H  0.335  3.708  -2.965  0.38
H  -0.765  4.940  -2.319  0.43
H  -3.239  4.213  -3.288  0.59
H  -3.206  4.104  -1.531  0.44
H  -3.808  2.747  -2.481  0.28
Cl  -6.364  2.109  -0.748  -0.34
C  -4.917  1.145  -0.826  0.66
C  -4.929  0.007  -1.615  -0.03
C  -3.821  -0.810  -1.612  -0.33
I  -3.872  -2.618  -2.694  -0.04
C  -2.653  -0.529  -0.881  0.23
O  -1.678  -1.397  -0.811  0.30
C  -2.640  0.696  -0.166  -0.33
N  -1.492  1.004  0.500  0.77
C  -1.471  2.111  1.279  -0.36
C  -2.541  2.952  1.421  -1.47
C  -3.724  2.687  0.719  -1.25
C  -3.789  1.534  -0.083  0.62
H  -5.803  -0.235  -2.199  0.54
H  -0.543  2.286  1.808  0.24
H  -2.459  3.820  2.060  0.43
H  -4.567  3.358  0.777  0.49
O  3.600  -0.339  -0.515  -0.71
N  2.950  -1.045  -1.263  0.85
O  3.405  -1.546  -2.267  -0.83
O  1.725  -1.294  -0.953  0.00
Te  0.350  -3.387  -0.612  1.30
C  2.392  -4.077  -0.451  1.51
C  2.926  -5.132  -1.177  -0.65
C  4.282  -5.407  -1.142  -0.59
C  5.139  -4.631  -0.384  -0.96
C  4.619  -3.587  0.361  -0.80
C  3.264  -3.322  0.326  -0.15
C  -0.565  -5.365  -0.477  -0.17
C  -1.551  -5.584  0.480  0.32
C  -2.245  -6.780  0.539  -0.68
C  -1.951  -7.799  -0.351  -0.52
C  -0.985  -7.593  -1.321  -0.75
C  -0.320  -6.382  -1.394  -0.35
H  2.285  -5.744  -1.789  0.01
H  4.675  -6.224  -1.732  0.35
H  6.203  -4.826  -0.378  0.31
H  5.264  -2.964  0.964  0.44
H  2.891  -2.481  0.895  -0.01
H  -1.780  -4.796  1.186  0.26
H  -3.023  -6.914  1.280  0.44
H  -2.474  -8.746  -0.293  0.34
H  -0.767  -8.375  -2.039  0.39
H  0.384  -6.219  -2.197  0.15



C52H51N5O9P2SY as an isolated structure, computed with the ωB97M-V functional and the def2-TZVPD basis.

## Properties
LUMO (spin up / spin down) in eV: 1.799 / 1.348
Relative energy (zero: lowest compared OMol25 entry of this formula, charge and spin) in kJ/mol: 61.8
Net charge: -1

Last column: Mulliken charge in e.
Element x y z (Å)
Y  0.537  -0.078  -0.129  1.05
N  1.253  -0.604  -2.411  -0.17
C  2.683  -0.931  -2.503  0.54
C  3.503  -0.236  -1.398  0.26
O  4.707  -0.030  -1.567  -0.81
N  2.778  0.019  -0.313  0.89
C  3.443  0.609  0.825  -1.05
C  2.599  0.416  2.092  0.51
O  3.094  0.449  3.204  -0.75
O  1.321  0.231  1.870  -0.50
H  1.082  0.322  -2.800  0.20
H  0.690  -1.270  -2.933  0.13
H  2.784  -2.010  -2.348  -0.95
H  3.118  -0.694  -3.477  0.49
H  4.452  0.217  0.988  0.33
H  3.568  1.697  0.698  0.38
O  -2.640  2.636  0.096  -0.43
P  -3.619  1.803  0.829  0.72
C  -4.208  0.379  -0.148  -1.29
P  -2.947  -0.841  -0.661  2.24
O  -1.701  -0.810  0.199  -0.55
C  -2.606  -0.492  -2.387  0.45
C  -2.388  -1.533  -3.296  -1.07
C  -1.994  -1.230  -4.588  -0.79
C  -1.820  0.094  -4.975  -0.93
C  -2.026  1.128  -4.073  0.15
C  -2.415  0.835  -2.775  0.06
C  -3.705  -2.462  -0.550  0.46
C  -4.778  -2.832  -1.356  -0.43
C  -5.301  -4.108  -1.265  -0.70
C  -4.752  -5.018  -0.371  -0.50
C  -3.691  -4.651  0.439  -0.59
C  -3.166  -3.370  0.355  -0.52
C  -5.132  2.736  1.177  0.49
C  -5.060  4.121  1.072  -0.51
C  -6.174  4.900  1.340  -0.71
C  -7.368  4.303  1.710  -0.43
C  -7.453  2.922  1.811  -0.76
C  -6.339  2.143  1.544  -0.23
C  -3.011  1.143  2.386  0.69
C  -3.767  0.271  3.167  -0.14
C  -3.234  -0.258  4.328  -0.80
C  -1.941  0.080  4.712  -0.54
C  -1.183  0.943  3.938  -0.62
C  -1.719  1.472  2.773  -0.41
H  -4.693  0.791  -1.037  0.57
H  -4.966  -0.178  0.409  0.84
H  -2.494  -2.578  -3.017  0.19
H  -1.817  -2.035  -5.288  0.49
H  -1.512  0.322  -5.988  0.41
H  -1.869  2.158  -4.364  0.29
H  -2.511  1.645  -2.060  -0.26
H  -5.183  -2.138  -2.084  0.40
H  -6.119  -4.405  -1.908  0.40
H  -5.144  -6.026  -0.322  0.38
H  -3.251  -5.369  1.118  0.41
H  -2.320  -3.080  0.964  0.27
H  -4.125  4.575  0.769  0.40
H  -6.106  5.976  1.254  0.41
H  -8.238  4.914  1.916  0.38
H  -8.385  2.451  2.093  0.41
H  -6.423  1.066  1.626  0.12
H  -4.775  -0.008  2.883  0.19
H  -3.821  -0.939  4.931  0.42
H  -1.516  -0.345  5.612  0.39
H  -0.161  1.172  4.199  0.38
H  -1.121  2.129  2.150  0.37
C  0.323  1.951  -1.325  -0.23
C  0.385  2.930  -2.065  0.08
C  0.453  4.051  -2.881  -0.89
C  -0.835  4.506  -3.412  0.15
C  -1.987  4.335  -2.629  -0.31
C  -3.234  4.651  -3.140  -0.38
C  -3.367  5.130  -4.436  -0.68
C  -2.234  5.290  -5.226  -0.72
C  -0.981  4.982  -4.722  -0.32
C  1.735  4.673  -3.161  0.68
C  2.913  3.944  -2.911  -0.63
C  4.154  4.491  -3.169  -0.66
C  4.258  5.786  -3.663  -0.46
C  3.107  6.528  -3.886  -0.71
C  1.858  5.983  -3.642  -0.30
H  -1.896  3.929  -1.627  0.80
H  -4.110  4.511  -2.516  0.52
H  -4.345  5.370  -4.834  0.39
H  -2.327  5.640  -6.247  0.38
H  -0.111  5.064  -5.359  0.56
H  2.841  2.934  -2.528  0.55
H  5.037  3.892  -2.986  0.46
H  5.231  6.216  -3.866  0.37
H  3.177  7.546  -4.249  0.37
H  0.980  6.596  -3.788  0.47
C  6.037  -7.275  -4.894  -1.26
C  4.794  -6.462  -4.581  -0.50
S  4.392  -6.579  -2.846  1.23
O  3.997  -7.938  -2.568  -0.68
O  5.483  -6.002  -2.098  -0.69
C  2.972  -5.528  -2.665  -0.19
C  2.394  -5.662  -1.256  -1.40
N  1.454  -4.591  -0.994  0.36
C  1.741  -3.465  -0.256  0.71
N  0.759  -2.593  -0.323  -0.25
C  -0.195  -3.136  -1.145  -0.49
C  0.216  -4.364  -1.589  0.15
N  -0.436  -5.197  -2.463  0.84
O  -1.534  -4.754  -2.953  -0.79
O  0.052  -6.343  -2.739  -0.85
C  2.987  -3.276  0.532  -1.58
H  6.275  -7.177  -5.953  0.39
H  5.876  -8.328  -4.672  0.33
H  6.887  -6.921  -4.313  0.33
H  3.925  -6.823  -5.131  0.41
H  4.938  -5.405  -4.807  0.40
H  2.194  -5.821  -3.373  0.59
H  3.304  -4.506  -2.851  0.03
H  3.180  -5.589  -0.506  0.63
H  1.890  -6.620  -1.165  0.15
H  -1.109  -2.646  -1.385  0.00
H  3.134  -4.090  1.244  0.62
H  2.903  -2.344  1.086  -0.05
H  3.875  -3.216  -0.101  0.30



Max |F| values, unit eV Å⁻¹, following the record order: 4.39; 1.19.